Entry 1:
{"formula": "C20H21N3O4", "method": "wB97M-V/def2-TZVPD", "symbols": ["C", "C", "C", "N", "C", "C", "C", "C", "C", "C", "C", "C", "C", "C", "H", "H", "H", "H", "H", "H", "H", "H", "H", "H", "H", "H", "H", "H", "H", "H", "C", "N", "O", "O", "C", "C", "C", "C", "N", "O", "O", "C", "C", "H", "H", "H", "H", "H"], "xyz": [[0.331, 3.749, 2.644], [1.528, 4.203, 1.813], [1.660, 3.207, 0.643], [0.395, 2.466, 0.632], [0.079, 1.573, -0.298], [-1.119, 0.843, -0.280], [-1.516, 0.102, -1.378], [-2.816, -0.492, -1.523], [-3.324, -0.818, -2.807], [-4.600, -1.358, -2.961], [-5.401, -1.597, -1.829], [-4.929, -1.243, -0.554], [-3.657, -0.699, -0.406], [-0.435, 2.707, 1.804], [0.652, 3.263, 3.567], [-0.330, 4.571, 2.922], [1.354, 5.200, 1.401], [2.451, 4.238, 2.393], [1.825, 3.701, -0.329], [2.499, 2.501, 0.805], [0.733, 1.492, -1.176], [-1.766, 0.978, 0.591], [-0.849, 0.092, -2.237], [-2.716, -0.600, -3.684], [-4.972, -1.626, -3.956], [-6.386, -2.069, -1.948], [-5.558, -1.429, 0.323], [-3.304, -0.404, 0.583], [-0.595, 1.771, 2.358], [-1.429, 3.070, 1.504], [-0.003, -2.624, -0.019], [-0.497, -3.168, -1.179], [-1.704, -3.585, -1.235], [0.249, -3.254, -2.197], [1.381, -2.316, 0.148], [2.324, -2.430, -0.928], [3.638, -2.033, -0.774], [4.074, -1.527, 0.474], [5.368, -0.949, 0.592], [5.692, -0.442, 1.692], [6.140, -0.952, -0.394], [3.198, -1.502, 1.590], [1.893, -1.924, 1.429], [-0.657, -2.689, 0.840], [1.971, -2.840, -1.866], [4.327, -2.078, -1.622], [3.571, -1.116, 2.537], [1.228, -1.964, 2.296]], "mulliken_charge": [-0.638, -0.526, -0.597, 0.186, -0.248, -0.076, -0.354, 0.848, -0.318, -0.628, -0.303, -0.759, -0.238, -0.628, 0.302, 0.317, 0.282, 0.328, 0.332, 0.287, 0.375, 0.232, 0.273, 0.345, 0.359, 0.362, 0.350, 0.314, 0.360, 0.376, -1.261, 1.076, -0.739, -0.754, 1.093, -0.680, -0.334, -0.102, 0.925, -0.635, -0.623, -0.331, -0.780, 0.369, 0.596, 0.442, 0.469, 0.355], "total_charge": 0, "max_force_ha_per_bohr": 0.041, "lumo_ha": -0.07782, "de_lowest_kj_mol": 989.3}

Entry 2:
{"formula": "C19H21LaN5O6S2", "method": "wB97M-V/def2-TZVPD", "symbols": ["La", "C", "C", "N", "N", "C", "N", "S", "C", "C", "C", "C", "C", "N", "H", "H", "H", "H", "H", "H", "H", "H", "H", "H", "O", "C", "C", "C", "N", "C", "C", "C", "O", "O", "C", "O", "O", "H", "H", "H", "O", "S", "C", "C", "C", "C", "H", "H", "H", "H", "H", "H", "H", "H"], "xyz": [[-0.582, -1.117, -0.021], [0.615, -0.719, 4.893], [0.555, -1.008, 3.426], [-0.512, -0.889, 2.726], [-1.654, -0.434, 3.329], [-2.866, -0.726, 2.773], [-3.905, -0.132, 3.367], [-3.117, -1.794, 1.505], [1.764, -1.530, 2.707], [3.001, -1.600, 3.330], [4.069, -2.159, 2.635], [3.867, -2.645, 1.361], [2.597, -2.533, 0.805], [1.582, -1.979, 1.456], [-0.305, -1.045, 5.383], [0.748, 0.349, 5.082], [1.429, -1.245, 5.379], [-1.590, 0.040, 4.217], [-3.798, 0.595, 4.056], [-4.823, -0.295, 2.991], [3.147, -1.225, 4.331], [5.042, -2.219, 3.103], [4.665, -3.106, 0.798], [2.372, -2.904, -0.190], [-2.786, -0.589, -6.155], [-2.407, -0.675, -4.868], [-2.691, 0.321, -3.933], [-2.270, 0.121, -2.634], [-1.605, -0.975, -2.282], [-1.300, -1.916, -3.176], [-1.689, -1.815, -4.493], [-0.458, -3.080, -2.648], [-0.233, -4.033, -3.348], [-0.050, -2.898, -1.413], [-2.444, 1.179, -1.538], [-2.924, 2.256, -1.830], [-1.976, 0.812, -0.390], [-3.285, 0.218, -6.307], [-3.217, 1.230, -4.193], [-1.445, -2.584, -5.210], [1.076, 0.681, -0.307], [1.618, 2.014, 0.218], [2.642, 2.604, -1.143], [1.670, 3.201, -2.153], [0.718, 4.059, -1.326], [0.294, 3.216, -0.122], [3.221, 1.746, -1.481], [3.326, 3.349, -0.729], [1.127, 2.398, -2.656], [2.196, 3.778, -2.912], [-0.161, 4.374, -1.885], [1.234, 4.960, -0.987], [-0.572, 2.580, -0.323], [0.090, 3.787, 0.782]], "mulliken_charge": [1.713, -1.745, 0.744, 0.243, -0.446, 0.584, -0.399, -0.484, 0.315, -0.751, -0.493, -0.780, -0.118, -0.059, 0.498, 0.352, 0.435, 0.276, 0.199, 0.231, 0.300, 0.459, 0.437, 0.495, -0.514, 1.029, -0.335, -0.180, -0.194, -0.049, -0.489, 0.460, -0.627, -0.586, 0.269, -0.706, -0.545, 0.309, 0.462, 0.570, -0.419, 0.274, -0.822, -0.521, -0.705, 0.102, 0.402, 0.454, 0.231, 0.379, 0.364, 0.331, -0.406, 0.456], "total_charge": 1, "max_force_ha_per_bohr": 0.008, "lumo_ha": -0.13389, "de_lowest_kj_mol": 0.0}

Entry 3:
{"formula": "C4H4N2O", "method": "wB97M-V/def2-TZVPD", "symbols": ["C", "C", "C", "C", "N", "N", "O", "H", "H", "H", "H"], "xyz": [[-0.511, 0.243, 1.067], [0.393, -1.161, 0.285], [0.317, 0.255, -0.178], [-0.259, 0.306, -1.608], [-0.348, 0.371, 2.225], [0.561, -2.272, 0.538], [-0.323, 0.414, 3.385], [1.247, 0.881, -0.068], [0.622, 0.143, -2.290], [-0.786, 1.341, -1.657], [-0.913, -0.521, -1.700]], "mulliken_charge": [-0.257, 0.041, 0.425, -1.013, 0.581, -0.432, -0.622, 0.351, 0.294, 0.300, 0.333], "total_charge": 0, "max_force_ha_per_bohr": 0.072, "lumo_ha": 0.00256, "de_lowest_kj_mol": 500.2}